The following is a DFT calculation (ωB97M-V with the def2-TZVPD basis set) of an isolated molecule of C4H5NO2 at a distorted geometry.

Calculated values
**SMILES string**: Nc1cocc1O
**ΔE to the lowest compared entry with this formula, charge and spin**: 67.9 kcal/mol
**Net charge**: 0

Geometry as XYZ:
```
12
Properties=species:S:1:pos:R:3:nbo_charge:R:1
H -1.617 -1.428 0.844 0.38
O 2.065 0.083 -0.073 -0.40
H 1.390 -1.962 -0.065 0.19
C -0.073 -0.546 -0.080 0.00
H -1.418 -1.600 -0.795 0.38
N -1.432 -0.976 -0.044 -0.84
C 1.201 -0.933 0.169 0.06
H 1.622 2.261 0.159 0.20
H -1.931 1.210 -0.043 0.50
C -0.030 0.920 -0.054 0.19
O -1.011 1.783 0.032 -0.66
C 1.236 1.189 -0.050 0.01
```